--- P ---
Computed, not measured: a 25-piece molecular cluster, H50O25 overall, with ωB97M-V with the def2-TZVPD basis set.

Each line ends with the Löwdin charge.
Geometry (Å):
H 17.37 14.83 26.00  -0.03
H 6.89 12.30 24.95  0.06
H 15.40 17.35 26.61  0.05
H 10.88 10.21 26.39  -0.04
O 11.03 14.80 27.02  -0.03
H 16.74 16.05 23.03  -0.01
H 15.12 14.37 26.66  -0.02
H 9.32 12.00 25.53  0.01
H 13.84 15.85 23.50  -0.02
O 14.02 16.54 22.86  -0.05
H 7.93 12.57 21.45  0.08
H 14.07 16.09 22.02  -0.01
O 13.05 14.19 23.98  -0.04
H 9.25 17.23 24.39  -0.03
O 17.66 16.23 22.82  -0.05
H 8.84 15.50 20.20  0.07
H 10.57 17.76 22.15  0.07
O 15.09 14.70 21.18  -0.03
H 11.77 15.00 26.45  0.04
O 15.94 17.64 25.89  -0.02
H 14.06 19.07 23.41  0.00
O 10.16 11.61 25.77  -0.03
O 13.22 16.20 19.30  -0.03
O 10.12 17.12 22.70  -0.05
O 15.68 15.04 25.12  -0.05
O 12.95 12.03 26.87  -0.05
H 7.86 13.02 24.04  0.01
H 10.18 15.22 23.21  0.01
O 11.11 12.55 28.83  -0.04
H 10.26 12.12 28.92  0.05
H 8.36 14.74 21.42  0.01
H 13.26 16.93 19.92  0.04
H 14.86 14.68 24.78  0.03
O 8.69 17.31 25.17  -0.06
H 12.98 13.25 23.81  0.03
H 9.56 16.63 22.10  -0.02
H 12.70 11.30 25.10  -0.01
H 17.94 16.84 23.51  0.03
O 8.67 12.97 21.91  -0.04
H 10.71 12.36 26.03  0.02
H 12.36 11.93 27.61  0.00
H 12.29 16.02 19.19  0.04
H 15.38 13.79 21.11  0.06
H 15.76 18.58 25.81  0.06
H 12.85 10.10 24.19  -0.03
H 12.18 14.54 23.78  0.01
H 14.99 14.97 28.04  0.05
H 10.43 15.54 26.90  0.05
H 14.70 10.45 25.36  -0.01
H 18.10 13.64 26.59  0.03
H 10.70 9.08 27.38  0.03
O 13.75 19.92 23.11  -0.06
O 18.11 14.60 26.56  -0.06
H 9.72 13.83 23.59  0.01
H 11.82 8.19 24.18  0.06
O 11.34 9.46 26.79  -0.05
H 8.62 18.25 25.32  0.03
H 12.64 7.93 22.93  0.07
H 9.42 12.43 21.67  0.02
O 8.66 15.60 21.13  -0.03
H 11.12 11.08 23.08  0.01
H 15.59 15.99 25.02  0.01
H 14.51 20.32 22.68  0.03
O 14.73 14.21 27.52  -0.04
H 14.76 14.91 20.30  0.02
O 15.30 9.72 25.55  -0.06
O 10.67 11.09 22.24  -0.04
H 10.92 13.32 28.29  0.00
O 10.34 14.52 23.84  -0.02
H 13.49 12.79 27.10  0.01
H 11.31 10.73 21.63  0.06
O 7.68 12.85 24.96  -0.02
O 13.06 11.03 24.26  -0.07
O 12.55 8.54 23.67  -0.02
H 14.72 9.01 25.83  0.02

Calculated values
* HOMO level: -0.3682 Ha
* gap between HOMO and LUMO: 9.4 eV
* LUMO level: -0.60 eV
* charge: 0
* spin multiplicity: 1



--- Q ---
Computed, not measured: a 25-piece molecular cluster, H50O25 overall, with ωB97M-V with the def2-TZVPD basis set.

Each line ends with the Löwdin charge.
Geometry (Å):
O -25.32 -3.02 -13.43  -0.03
H -23.19 -3.60 -13.25  0.00
H -20.14 -3.09 -8.96  0.00
H -20.28 -5.16 -7.02  0.05
O -22.54 -6.67 -6.16  -0.05
H -25.94 -3.52 -8.25  0.04
O -20.39 -4.69 -7.84  -0.05
H -22.87 -3.21 -8.46  0.04
O -27.70 -3.25 -5.15  -0.05
H -26.86 -3.34 -5.61  -0.02
H -17.80 0.96 -8.37  -0.05
O -19.50 -1.03 -6.71  -0.05
H -20.93 0.68 -6.14  -0.01
H -27.51 -0.73 -11.82  0.08
H -22.31 -7.41 -6.72  0.05
H -17.99 0.35 -10.31  -0.01
H -25.68 -6.29 -6.25  0.08
H -16.59 0.84 -10.59  0.06
O -25.77 -2.96 -10.27  -0.05
H -26.15 -0.22 -11.41  0.08
H -22.17 -2.20 -9.34  0.03
H -20.50 -2.48 -4.35  0.04
H -24.20 -7.45 -9.74  0.06
H -17.32 -4.22 -8.01  0.07
H -19.32 -2.16 -9.83  0.06
O -20.45 -1.55 -4.16  -0.03
H -25.23 -5.05 -7.00  -0.01
H -26.10 -3.31 -13.91  0.05
H -22.19 -6.27 -10.19  -0.02
H -21.42 -6.66 -3.43  0.03
O -22.33 -3.73 -12.86  -0.04
H -18.70 0.67 -7.19  -0.03
H -20.77 1.98 -5.38  0.03
H -23.68 -1.55 -2.71  0.07
H -27.06 -5.66 -9.62  0.02
H -19.70 -1.54 -5.92  0.00
H -21.36 -1.29 -3.99  0.01
O -21.24 1.59 -6.11  -0.06
H -25.20 -2.76 -7.16  0.03
O -17.86 1.06 -7.42  -0.08
O -19.44 -0.08 -11.25  -0.04
O -17.18 0.61 -9.88  -0.04
H -22.29 -5.90 -4.40  -0.03
O -22.10 -6.00 -3.46  -0.07
O -26.82 -5.53 -10.54  -0.05
H -25.74 -2.19 -10.84  -0.01
H -22.96 -2.56 -3.58  0.06
O -23.22 -1.64 -3.54  -0.03
O -24.36 -1.16 -6.21  -0.03
O -26.59 -0.99 -11.77  -0.02
O -21.23 -6.32 -10.15  -0.07
H -24.31 -6.51 -8.55  -0.01
H -17.33 -4.85 -9.38  0.07
H -22.44 -3.53 -11.94  0.02
H -19.01 0.11 -12.08  0.06
H -22.65 -0.38 -12.97  0.04
H -24.41 -1.04 -5.26  0.02
H -24.83 -0.41 -6.57  0.05
O -23.77 -6.70 -9.32  -0.04
H -19.73 -1.61 -7.43  -0.01
O -21.92 -0.96 -12.74  -0.04
O -17.83 -4.26 -8.82  -0.01
H -28.08 -4.13 -5.17  0.03
O -19.98 -2.16 -9.15  -0.03
H -25.67 -2.56 -12.67  -0.02
H -24.86 -3.20 -10.13  0.03
H -20.32 -0.34 -11.49  0.02
O -24.99 -5.97 -6.84  -0.04
H -21.02 -5.95 -9.29  -0.03
H -26.43 -4.65 -10.56  -0.03
O -22.86 -2.86 -9.35  -0.03
O -25.73 -3.55 -7.32  -0.03
H -23.35 -6.33 -6.54  -0.02
H -19.50 -4.43 -8.09  -0.01
H -22.08 -1.76 -13.24  0.01

Calculated values
* HOMO level: -0.3282 Ha
* gap between HOMO and LUMO: 8.5 eV
* LUMO level: -0.43 eV
* charge: 0
* spin multiplicity: 1



Which of them is the most stable? Correct choice: P.



--- P ---
Computed, not measured: a 2-piece molecular cluster, C2H3O3S2 overall, with ωB97M-V with the def2-TZVPD basis set.

Each line ends with the Löwdin charge.
Geometry (Å):
C 0.31 0.17 0.22  -0.93
H 1.54 0.12 1.66  -0.04
O 0.65 0.35 1.64  -0.29
H 1.44 1.30 -1.77  -0.29
H 0.65 -1.75 -1.38  -0.22
C -2.26 0.02 0.11  -0.53
S 0.93 -1.63 -0.11  0.52
S 1.55 1.45 -0.54  0.54
O -2.14 -0.88 -0.63  0.09
O -2.67 0.85 0.79  0.15

Calculated values
* HOMO level: -0.1044 Ha
* gap between HOMO and LUMO: 6.3 eV
* LUMO level: 3.49 eV
* charge: -1
* spin multiplicity: 1



--- Q ---
Computed, not measured: an isolated ion of composition C2H3O3S2 and charge -1, with ωB97M-V with the def2-TZVPD basis set.

Each line ends with the Löwdin charge.
Geometry (Å):
O -1.19 -0.52 -2.16  -0.02
S 1.51 -0.07 0.14  0.41
C -0.36 -0.21 0.12  -0.60
H -0.98 1.19 -0.78  0.06
O -1.01 1.04 0.17  -0.10
H 1.75 2.15 1.93  -0.15
S 2.07 0.72 2.01  0.15
H -0.55 -0.78 0.98  0.06
O -0.50 -2.35 -1.16  -0.02
C -0.75 -1.17 -1.25  -0.79

Calculated values
* HOMO level: -0.1707 Ha
* gap between HOMO and LUMO: 7.6 eV
* LUMO level: 2.94 eV
* charge: -1
* spin multiplicity: 1



--- R ---
Computed, not measured: an isolated ion of composition C2H3O3S2 and charge -1, with ωB97M-V with the def2-TZVPD basis set.

Each line ends with the Löwdin charge.
Geometry (Å):
H 0.25 0.01 -1.72  0.09
O 2.40 -1.03 -0.65  -0.53
O 2.11 1.57 -0.58  -0.50
S -0.05 2.93 0.25  0.64
C 0.48 1.53 -0.36  -0.82
H -0.18 -0.48 -0.05  0.08
H -1.17 0.58 -0.96  0.04
C -0.19 0.30 -0.77  -0.14
O 2.43 -0.15 1.64  -0.55
S 2.93 -0.02 0.21  0.70

Calculated values
* HOMO level: -0.1579 Ha
* gap between HOMO and LUMO: 7.7 eV
* LUMO level: 3.41 eV
* charge: -1
* spin multiplicity: 1



--- S ---
Computed, not measured: C2H3O3S2 as an isolated structure, with ωB97M-V with the def2-TZVPD basis set.

Each line ends with the Löwdin charge.
Geometry (Å):
C 0.19 -1.01 -0.46  -0.22
H -1.22 -0.16 1.47  0.01
C -1.22 0.38 0.62  -0.89
H 0.77 -1.87 -0.34  -0.02
O -0.29 1.30 0.31  -0.32
S -2.69 0.59 -0.14  0.48
S 1.12 0.42 -0.01  0.58
H -0.36 -0.87 -1.48  0.06
O 1.87 0.18 1.17  -0.32
O 1.83 1.04 -1.14  -0.36

Calculated values
* HOMO level: -0.1355 Ha
* gap between HOMO and LUMO: 7.3 eV
* LUMO level: 3.66 eV
* charge: -1
* spin multiplicity: 1



Which of them is the most stable? Correct choice: Q.



--- P ---
Computed, not measured: an isolated ion of composition C2H6N5 and charge +1, with ωB97M-V with the def2-TZVPD basis set.

Each line ends with the Löwdin charge.
Geometry (Å):
C 0.15 0.32 0.25  -0.41
H 1.12 1.22 1.78  0.21
H -1.64 0.54 -0.64  0.16
N 0.32 0.46 1.79  0.24
H 0.71 -0.39 2.18  0.15
N -1.10 -0.19 -0.08  0.09
N 1.09 0.87 -0.39  0.04
H -0.30 -2.08 -1.71  0.05
H -0.58 0.76 2.18  0.17
H -1.65 -0.92 0.43  0.15
C -0.10 -1.14 -1.96  0.18
N 0.73 -0.29 -2.09  -0.02
N 1.26 0.81 -1.71  0.00

Calculated values
* HOMO level: -0.4711 Ha
* gap between HOMO and LUMO: 8.8 eV
* LUMO level: -4.03 eV
* charge: +1
* spin multiplicity: 1



--- Q ---
Computed, not measured: an isolated ion of composition C2H6N5 and charge +1, with ωB97M-V with the def2-TZVPD basis set.

Each line ends with the Löwdin charge.
Geometry (Å):
N -2.06 -0.36 -0.03  0.16
N 0.30 0.17 0.00  -0.06
H 0.34 -1.98 -0.13  0.11
H 1.95 -1.11 -0.38  0.12
H 2.20 1.44 -0.10  0.17
N 0.11 2.40 -0.38  0.09
H -2.08 -1.05 -0.79  0.13
H 1.30 -1.27 1.34  0.13
C 1.08 1.36 -0.15  0.06
N -1.09 1.81 -0.37  0.12
N -1.00 0.50 -0.14  -0.18
H -2.04 -0.79 0.89  0.13
C 0.99 -1.13 0.24  0.02

Calculated values
* HOMO level: -0.5958 Ha
* gap between HOMO and LUMO: 11.1 eV
* LUMO level: -5.12 eV
* charge: +1
* spin multiplicity: 1



Which of them is the most stable? Correct choice: Q.



--- P ---
Computed, not measured: C3H4N2O3 as an isolated structure, with ωB97M-V with the def2-TZVPD basis set.

Each line ends with the Löwdin charge.
Geometry (Å):
H -2.53 -0.86 -1.25  0.16
H -0.82 1.19 -1.71  0.07
H 1.68 -0.85 0.72  0.25
H 2.40 2.01 -1.09  0.19
N -0.41 -0.34 1.20  0.02
N 1.41 0.72 -0.12  -0.04
O -1.44 -1.16 0.47  -0.06
C -1.73 -0.31 -0.64  -0.03
C -0.88 0.72 -0.84  0.00
O 0.70 -1.34 1.38  -0.17
C 0.19 0.44 0.04  -0.32
O 1.59 1.34 -1.29  -0.07

Calculated values
* HOMO level: -0.3430 Ha
* gap between HOMO and LUMO: 9.7 eV
* LUMO level: 0.41 eV
* charge: 0
* spin multiplicity: 1



--- Q ---
Computed, not measured: one molecule with the formula C3H4N2O3, with ωB97M-V with the def2-TZVPD basis set.

Each line ends with the Löwdin charge.
Geometry (Å):
H 2.60 -1.08 -0.41  0.12
C -1.26 0.33 -0.20  -0.14
O -2.53 -0.14 0.24  0.08
O 0.77 1.50 -0.10  0.01
O -0.32 -1.79 -0.27  0.08
H -0.95 2.57 -0.13  0.13
C -0.17 -0.59 -0.22  -0.37
H 1.77 -1.15 0.96  0.07
H -2.62 -1.03 0.11  0.04
C -0.57 1.57 -0.02  0.02
N 1.12 0.25 -0.31  -0.14
N 2.16 -0.46 0.34  0.08

Calculated values
* HOMO level: -0.3340 Ha
* gap between HOMO and LUMO: 9.5 eV
* LUMO level: 0.43 eV
* charge: 0
* spin multiplicity: 1



Which of them is the most stable? Correct choice: Q.



--- P ---
Computed, not measured: one molecule with the formula CH4NOP, with ωB97M-V with the def2-TZVPD basis set.

Each line ends with the Löwdin charge.
Geometry (Å):
H 2.53 1.10 -0.89  -0.01
H 2.17 0.03 0.26  -0.01
O -0.44 -0.46 -0.01  -0.50
C -1.73 -0.71 0.34  -0.12
H -2.07 -1.74 0.61  0.07
H -2.35 0.12 0.49  0.01
P 0.07 0.97 -0.42  0.79
N 1.81 0.70 -0.37  -0.23

Calculated values
* HOMO level (spin up / spin down): -0.2879 / -0.2501 Ha
* gap between HOMO and LUMO (spin up / spin down): 8.2 / 7.4 eV
* LUMO level (spin up / spin down): 0.32 / 0.57 eV
* charge: 0
* spin multiplicity: 1



--- Q ---
Computed, not measured: one molecule with the formula CH4NOP, with ωB97M-V with the def2-TZVPD basis set.

Each line ends with the Löwdin charge.
Geometry (Å):
C -1.02 -0.51 0.49  -0.43
H 1.21 -0.45 -0.64  0.00
H 2.00 1.19 -0.61  -0.02
H -1.84 -0.39 1.12  0.03
P 0.03 1.04 0.39  0.93
H -0.67 -1.54 0.24  0.09
O -1.20 0.22 -0.69  -0.40
N 1.48 0.44 -0.31  -0.19

Calculated values
* HOMO level: -0.3374 Ha
* gap between HOMO and LUMO: 10.3 eV
* LUMO level: 1.17 eV
* charge: 0
* spin multiplicity: 1



Which of them is the most stable? Correct choice: Q.



--- P ---
Computed, not measured: one molecule with the formula CH4NOP, with ωB97M-V with the def2-TZVPD basis set.

Each line ends with the Löwdin charge.
Geometry (Å):
H -0.32 -0.93 1.95  -0.07
N 0.51 0.61 -1.20  0.08
O 0.83 1.04 1.35  -0.41
C 0.12 0.17 -0.01  -0.58
P -1.13 -0.80 0.77  0.79
H -0.03 0.58 -2.00  0.07
H 0.98 1.59 -1.11  0.17
H -0.95 -2.26 0.24  -0.06

Calculated values
* HOMO level: -0.3242 Ha
* gap between HOMO and LUMO: 8.6 eV
* LUMO level: -0.22 eV
* charge: 0
* spin multiplicity: 1



--- Q ---
Computed, not measured: one molecule with the formula CH4NOP, with ωB97M-V with the def2-TZVPD basis set.

Each line ends with the Löwdin charge.
Geometry (Å):
H 2.17 0.23 0.31  0.17
H -1.50 1.17 -0.52  -0.11
C 0.18 -0.50 0.16  -0.87
P -1.61 -0.06 0.20  0.83
N 1.09 0.47 0.37  0.06
O 0.48 -1.68 -0.17  -0.10
H 0.82 1.45 0.49  0.08
H -1.64 -1.07 -0.83  -0.07

Calculated values
* HOMO level: -0.3472 Ha
* gap between HOMO and LUMO: 10.1 eV
* LUMO level: 0.67 eV
* charge: 0
* spin multiplicity: 1



Which of them is the most stable? Correct choice: Q.